Computed, not measured: the ion C5H14NS with charge +1 at a distorted geometry, with ωB97M-V with the def2-TZVPD basis set.

Summary:
**Energy**: -17728.01664 eV
**LUMO**: -3.56 eV
**Gap between HOMO and LUMO**: 9.23 eV
**Energy above the lowest of the compared OMol25 structures with the same formula, charge and spin**: 75.25 kcal per mole
**SMILES**: CSC[N+](C)(C)C

ORCA input file:
```
! wB97M-V def2-TZVPD RIJCOSX def2/J DEFGRID3
* xyz 1 1
C 2.94374 -1.36257 0.87340
S 1.31498 -1.79537 0.21491
C 0.07384 -0.03371 0.88495
N -0.80216 0.33724 -0.28794
C -0.05150 0.60779 -1.51416
C -1.91169 -0.62559 -0.44178
C -1.36330 1.69404 0.27115
H 3.00211 -1.46721 1.99785
H 3.50085 -0.48574 0.52401
H 3.51934 -2.25001 0.57499
H -0.40657 -0.68176 1.56027
H 0.77801 0.67414 1.15321
H 1.02286 0.94323 -1.24020
H 0.15903 -0.18461 -2.23332
H -0.50998 1.47461 -1.99379
H -2.64494 -0.67678 0.34444
H -2.51686 -0.53559 -1.47807
H -1.36103 -1.57086 -0.40849
H -1.78621 1.43897 1.29111
H -0.71720 2.51347 0.40034
H -2.24332 1.98630 -0.49289
*
```